Computed, not measured: a 3-piece molecular cluster, C3H13N2O3 overall in a non-equilibrium geometry, with ωB97M-V/def2-TZVPD.

Geometry as XYZ:
```
21
Properties=species:S:1:pos:R:3:forces:R:3:mulliken_charge:R:1
C 0.5074 1.0310 0.9916 -3.192 0.507 2.738 -0.758
C -0.3078 -0.0501 1.8535 0.538 0.971 1.819 -0.399
C 0.2310 -1.3957 1.4218 0.921 -0.958 4.146 0.459
N 1.0232 -2.2309 2.2123 -1.450 3.285 1.403 -0.407
O 0.0344 -1.7208 0.3123 -0.748 -1.273 -4.632 -0.618
N 0.7397 0.6020 -0.3603 3.038 0.363 -1.121 -0.141
H 1.3039 1.1473 1.7015 1.395 0.599 -1.036 0.417
H -0.1304 1.9709 0.9303 1.079 -1.094 0.269 0.313
H -0.0809 0.1438 3.0059 -0.677 -0.157 -2.524 0.331
H -1.3910 0.0711 1.6359 0.742 -0.597 0.275 0.290
H 0.9764 -2.1944 3.2244 0.101 0.144 -0.313 0.212
H 1.3019 -3.0783 1.8311 0.367 -1.649 -0.964 0.238
H 1.4885 1.1631 -0.8523 -1.205 -0.500 0.522 0.402
H -0.0794 0.6529 -0.9259 -1.102 0.424 -0.645 0.335
H 0.9987 -0.3883 -0.4368 0.007 -0.194 0.262 0.313
H -2.3150 -0.3721 -3.0771 -0.179 -0.054 -0.383 0.305
H -3.4645 -0.3454 -2.0424 0.758 -0.010 -0.190 0.313
O -2.4923 -0.3328 -2.1398 -0.462 0.132 0.627 -0.603
H 0.6784 2.5651 -3.0940 0.792 2.857 -1.959 0.278
H 0.5025 1.0210 -3.4097 0.172 0.477 -0.763 0.319
O 0.4753 1.7403 -2.7822 -0.893 -3.274 2.470 -0.599
```
Positions in Å, forces in eV/Å.

Properties
HOMO-LUMO gap (eV): 11.05
F_max (eV/A): 4.86
Electronic energy (eV): -12438.2060
Charge: +1


Computed, not measured: a 19-piece molecular cluster, H39O19 overall in a non-equilibrium geometry, with ωB97M-V/def2-TZVPD.

Geometry as XYZ:
```
58
Properties=species:S:1:pos:R:3:forces:R:3:mulliken_charge:R:1
O 2.1823 0.0515 2.9276 -0.717 -0.826 -4.565 -0.526
H -1.5225 -0.6258 -0.8315 0.647 2.510 -0.408 -0.054
H 2.3863 0.6699 1.9671 -0.777 -0.686 3.597 0.593
O -0.5159 -2.3281 3.9637 0.058 -0.922 -0.702 -0.662
H -1.4064 -2.5580 3.6261 0.761 -0.525 0.631 0.316
H 3.0591 2.0095 0.7864 -0.701 0.271 -1.202 0.288
O -3.7110 -0.8357 1.4748 3.727 -2.093 -2.747 -0.474
H -1.3631 0.1024 2.3167 0.426 -0.606 -0.710 0.272
H -1.7881 0.9360 -1.1336 0.328 -0.747 -0.361 -0.004
O 1.6342 -1.8712 1.0304 1.380 -0.722 -0.897 -0.559
H 2.1853 -2.3472 0.3678 0.136 0.254 0.993 0.283
H 4.9405 0.4164 1.6860 0.594 1.013 -0.827 0.352
O -0.3971 -2.5377 -2.8789 -1.047 -0.233 -0.621 -0.688
H -0.9950 -2.1577 -2.2110 0.457 -0.262 -0.357 0.397
H -1.0142 -3.0799 -3.4212 0.791 0.539 0.348 0.275
O 2.4985 -1.5283 -3.0193 6.380 1.715 -0.290 -0.593
H 0.1933 2.7638 -0.7962 -1.684 1.906 -1.989 0.352
H 2.6700 -1.0764 -3.8656 0.092 -0.201 0.592 0.330
O -3.3362 -1.4662 -1.0831 -0.355 0.750 -2.376 -0.659
H -0.6920 1.5891 2.4288 0.262 0.296 -0.179 0.192
H -4.2862 -1.6620 -1.0218 0.966 -0.336 0.763 0.298
O -1.0989 0.2616 -1.0557 0.164 -1.645 0.722 0.592
H -2.7524 -1.7544 -0.3980 -0.976 -0.773 1.256 0.112
O -3.5112 1.8437 0.3581 -2.796 1.123 1.303 -0.679
H -2.9227 1.5694 -0.3762 -2.012 1.588 0.299 0.202
H -4.3752 2.5004 0.2926 4.026 -2.593 -1.043 0.287
O -0.7007 -3.1654 -0.3856 0.650 0.873 -0.622 -0.455
H 0.1433 -2.8053 3.3969 -0.932 0.365 0.746 0.352
H 0.8408 -1.8834 0.5158 -1.595 0.258 -0.262 0.222
O -0.7059 2.5283 2.6182 -0.306 0.369 -0.087 -0.626
H -4.2514 -0.2937 0.9777 -2.063 2.168 -0.280 0.291
H -1.1288 2.9511 1.8493 0.246 -0.384 0.332 0.333
O 4.4609 -0.3815 1.6851 -0.043 -3.022 2.926 -0.681
H 4.0753 -0.6499 0.8731 -0.092 0.486 -1.796 0.320
H -0.4977 -4.0646 -0.6157 0.309 -0.618 -0.582 0.237
O -0.7167 -0.5989 2.0663 -0.157 2.508 -1.165 -0.178
H -1.2067 -3.2522 0.3880 -1.107 -0.152 1.838 0.208
H 1.6459 -1.7048 -3.0508 -6.712 -1.615 -0.159 0.249
O 3.3648 1.7322 1.6397 0.456 2.120 -0.395 -0.684
H 4.1300 2.3247 1.7555 -0.472 -0.261 0.619 0.309
H 1.3422 -0.5863 2.5803 3.045 1.774 1.190 0.377
O 1.9587 1.7205 -2.3036 0.015 1.579 -1.945 -0.604
H 1.8602 1.5969 -1.3712 -0.274 -0.498 0.712 0.373
H -3.7469 -1.0807 2.3375 -1.576 -0.081 3.552 0.220
O 3.3076 0.3399 -0.9425 -1.342 -2.823 2.491 -0.532
H -1.8507 4.2228 -1.6141 0.025 0.711 0.361 0.277
H 2.6784 -0.3722 -1.2681 0.806 1.008 0.499 0.304
O -1.8384 3.3084 -1.3388 0.472 0.069 -0.362 -0.535
H 3.1839 -0.3059 2.6747 -1.597 -0.422 0.519 0.629
H -1.9644 2.8821 -2.1911 -0.355 -0.529 -0.154 0.315
O 0.7596 2.4344 -0.1506 0.779 -2.762 2.174 -0.585
H 0.3937 1.5065 -0.2051 0.456 0.826 0.645 0.204
H 2.2895 2.6316 -2.2372 -0.154 -0.134 -0.775 0.319
O -2.4660 1.2780 -3.1837 -2.294 -1.427 0.626 -0.752
H -1.5829 1.3637 -3.4460 2.285 0.049 -0.867 0.346
H -2.5630 0.3001 -3.0395 -0.017 1.310 -0.163 0.311
H -1.0424 -1.2971 2.5899 0.045 -1.284 1.137 -0.056
H 3.7665 0.4352 -1.7383 1.373 0.744 -1.983 0.252
```
Positions in Å, forces in eV/Å.

Properties
HOMO-LUMO gap (eV): 9.83
F_max (eV/A): 6.91
Electronic energy (eV): -39525.4127
Charge: +1


Computed, not measured: C30H31BCl3F4N8S3Ti as an isolated structure in a non-equilibrium geometry, with ωB97M-V/def2-TZVPD.

Geometry as XYZ:
```
81
Properties=species:S:1:pos:R:3:forces:R:3:lowdin_spin:R:1
Ti 0.2402 0.7095 0.1983 0.445 -0.286 -1.802 0.906
C 2.5271 -3.0028 1.7429 -0.304 -0.095 -0.034 0.000
N 1.6622 -2.7107 0.6080 -0.308 0.084 0.784 0.001
C 2.0444 -3.4517 -0.5670 -0.174 0.014 0.069 0.000
C 0.2411 -2.8780 0.9271 0.131 -0.133 -0.586 0.000
C -0.2917 -1.8264 1.9111 -0.027 -0.143 0.236 -0.001
N 0.3300 -0.5184 1.7473 0.423 0.558 0.373 -0.011
C 0.9303 -0.0224 2.9004 -0.478 0.078 -0.112 0.000
C 2.2511 0.4667 2.8551 0.124 -0.035 -0.486 -0.001
F 2.9202 0.4971 1.6522 -0.701 -0.220 1.536 0.002
C 2.8882 0.9186 3.9948 -0.165 -0.171 0.293 0.000
F 4.1623 1.3598 3.8684 -0.691 -0.143 0.402 0.000
C 2.2322 0.8732 5.2344 -0.028 0.033 -0.508 -0.001
C 0.9047 0.4258 5.2828 -0.008 0.111 0.176 0.000
F 0.2597 0.3912 6.4743 0.319 0.106 -0.492 0.000
C 0.2230 0.0401 4.1387 0.438 -0.479 -0.728 -0.001
F -1.0898 -0.3667 4.1475 1.283 0.563 0.331 0.000
H 2.4757 -4.0536 2.0740 -0.090 -0.100 -0.078 0.000
H 2.2820 -2.3907 2.6172 -0.020 0.056 -0.233 0.000
H 3.5563 -2.8076 1.4642 0.243 0.132 -0.012 0.000
H 3.1053 -3.3123 -0.7670 0.068 0.052 -0.052 0.000
H 1.4622 -3.0992 -1.4129 0.023 0.106 -0.177 0.000
H 1.8562 -4.5195 -0.4585 0.040 -0.515 0.039 0.000
H 0.0135 -3.8827 1.3370 0.171 0.100 0.119 0.000
H -0.3140 -2.8411 -0.0179 0.212 0.133 0.241 0.000
H -0.0694 -2.1610 2.9257 -0.054 -0.166 0.018 0.000
H -1.3927 -1.7684 1.8548 0.280 -0.117 -0.134 0.000
H 2.7263 1.2151 6.1355 -0.046 -0.086 -0.066 0.000
C -3.7977 1.7767 -2.2193 -0.259 -0.015 -0.830 0.000
N -2.6153 1.4266 -2.9937 1.672 0.195 -0.443 0.000
C -2.5586 0.6713 -4.1718 -1.035 0.114 0.585 0.000
C -1.3053 0.7416 -4.6487 1.088 0.359 -0.308 0.000
N -0.5248 1.5450 -3.8206 -1.804 0.066 1.524 -0.001
B 0.9829 1.9392 -3.9974 0.379 0.922 -0.655 0.000
N 1.9866 0.7639 -3.6390 1.207 -0.536 1.786 -0.002
C 2.4384 -0.3021 -4.4085 -0.274 0.419 -0.235 0.000
C 3.3479 -1.0210 -3.7018 0.343 -0.144 0.629 -0.001
N 3.4620 -0.4422 -2.4231 -1.169 1.441 -1.418 -0.002
C 4.3806 -0.7047 -1.3261 0.168 0.091 -0.340 0.000
C 2.6383 0.6726 -2.4147 -0.717 -1.495 -1.807 0.001
S 2.3548 1.6414 -1.0671 0.212 0.215 0.731 -0.006
C -1.3411 1.9279 -2.7600 0.113 -0.915 -1.338 0.001
S -0.8658 2.7538 -1.3502 -0.101 0.436 0.217 -0.003
H -4.3461 0.8942 -1.9049 0.148 -0.238 0.147 0.000
H -4.4939 2.3781 -2.8246 0.336 -0.070 0.078 0.000
H -3.4725 2.3614 -1.3746 0.103 0.076 0.311 0.000
H -3.4501 0.1541 -4.5215 0.435 0.193 -0.012 0.000
H -0.8572 0.3088 -5.5458 -0.368 0.165 0.434 0.000
H 1.1777 2.2523 -5.1700 -0.203 -0.548 0.129 0.000
H 1.2262 2.9564 -3.3508 -0.142 -0.878 -0.101 0.000
H 2.0675 -0.4574 -5.4335 0.360 0.128 0.790 0.000
H 3.9438 -1.8846 -3.9929 -0.303 0.330 0.165 0.000
H 4.9256 -1.6311 -1.4977 -0.133 -0.019 -0.077 0.000
H 3.8219 -0.7403 -0.3997 -0.144 -0.169 0.165 0.000
H 5.0887 0.1243 -1.2514 0.002 -0.122 0.003 0.000
C -2.1133 2.3471 2.2013 0.486 0.271 -0.592 0.005
C -2.6300 1.1694 1.4244 0.678 -1.532 -1.239 0.006
C -3.9098 0.7024 1.7727 -0.561 -0.337 -0.398 0.000
C -4.4937 -0.3678 1.1412 0.690 0.223 -0.383 0.001
C -3.7519 -1.0496 0.1185 -0.274 -0.371 -0.337 0.000
C -4.2388 -2.2070 -0.5618 -0.130 0.007 -0.226 0.003
C -3.5192 -2.8020 -1.5841 -0.143 0.515 0.505 0.000
C -2.2663 -2.2881 -1.9682 -0.367 0.857 0.685 0.003
C -1.7104 -1.2014 -1.2737 0.341 -0.586 -0.695 0.008
S -0.0359 -0.7564 -1.6396 -0.856 0.020 0.213 -0.001
C -2.4664 -0.5597 -0.2469 -0.183 0.895 1.336 0.003
N -1.9194 0.5371 0.4558 -0.917 -0.126 0.692 0.009
H -2.9233 2.7408 2.8206 0.230 -0.007 -0.067 0.000
H -1.7633 3.1396 1.5140 -0.227 -0.344 0.199 0.001
H -1.2658 2.0896 2.8469 -0.147 -0.126 -0.062 0.001
H -4.4212 1.2468 2.5487 -0.264 -0.047 0.098 0.000
H -5.5199 -0.6496 1.3881 0.407 -0.178 -0.068 0.000
H -5.2173 -2.6138 -0.3069 0.207 0.159 0.094 0.000
H -3.9267 -3.6747 -2.0851 0.033 0.126 0.007 0.000
H -1.7557 -2.7008 -2.8312 0.198 -0.025 0.257 0.000
Cl 2.9042 5.4020 2.0523 -1.275 -0.367 0.305 0.008
C 1.2997 4.6327 2.4587 1.266 -0.022 0.884 0.005
Cl -0.0915 5.5836 2.0237 0.033 0.609 0.372 0.006
Cl 1.3348 4.0413 4.2081 -0.198 0.776 -1.069 0.001
C 1.1447 3.4212 1.7124 -0.287 -3.239 -1.903 0.047
N 0.9055 2.4269 1.1512 0.241 3.410 2.146 0.012
```
Positions in Å, forces in eV/Å.

Properties
HOMO-LUMO gap (alpha / beta) (eV): 6.41 / 6.61
F_max (eV/A): 4.04
Multiplicity: 2
Electronic energy (eV): -148271.1742